[1]
{
  "formula": "C8H14NO",
  "method": "wB97M-V/def2-TZVPD",
  "multiplicity": 1,
  "e_lumo_ev": -4.0,
  "charge": 1,
  "smiles": "CC(C)(C)C[n+]1ccco1",
  "energy_ev": -12050.90448,
  "gap_ev": 11.0441,
  "elements": ["C", "C", "C", "C", "C", "N", "C", "C", "C", "O", "H", "H", "H", "H", "H", "H", "H", "H", "H", "H", "H", "H", "H", "H"],
  "xyz": [[-1.217, -0.348, -1.067], [-0.038, 0.681, -1.103], [-0.590, 2.024, -0.656], [0.554, 0.673, -2.539], [1.105, 0.263, -0.204], [0.644, -0.490, 1.213], [0.255, -0.229, 2.474], [0.070, -1.440, 3.137], [0.245, -2.373, 2.148], [0.716, -1.801, 1.088], [-1.098, -1.315, -0.661], [-1.640, -0.462, -2.005], [-1.982, 0.078, -0.409], [0.170, 2.763, -0.473], [-1.149, 1.830, 0.252], [-1.305, 2.365, -1.409], [1.401, 1.288, -2.406], [0.678, -0.374, -2.920], [-0.281, 1.163, -3.117], [1.479, -0.641, -0.711], [1.845, 0.937, 0.113], [-0.035, 0.714, 3.016], [-0.062, -1.802, 4.144], [0.234, -3.502, 2.096]],
  "atomic_forces_ev_per_a": [[0.1155, 1.8904, 1.9764], [-0.7454, -1.0739, 0.4413], [-0.4968, -0.4684, -0.5751], [-2.6177, -0.2600, 0.6501], [-1.5957, -3.4564, 0.8454], [0.1423, 2.7060, -0.0384], [-0.4807, 0.9518, 0.7643], [-0.1983, -1.8295, -0.6268], [0.8838, -2.0653, 1.5677], [-0.2354, -0.8074, -2.5119], [0.9703, -1.2285, 0.2828], [-0.8111, -0.1051, -1.9419], [-0.1507, -0.0504, -0.2226], [0.3033, 0.4108, -0.0825], [-0.0754, 0.3575, 0.3301], [0.0906, 0.2619, 0.1891], [1.3542, 0.5373, -1.1459], [0.3862, 1.1021, 0.3565], [1.3218, -0.3397, 0.0807], [0.6224, 0.4147, 0.5824], [0.8364, 1.0475, 0.1819], [0.9549, -0.5751, -1.5475], [-0.5229, 0.9412, 0.2054], [-0.0518, 1.6383, 0.2385]],
  "mulliken_charge": [-1.6233, 1.8329, -1.7078, -1.5645, -1.3135, 0.2524, -0.0723, -0.5555, 0.0426, -0.1745, 0.3889, 0.4243, 0.3973, 0.3849, 0.4307, 0.4013, 0.4580, 0.4450, 0.3880, 0.3987, 0.5918, 0.3863, 0.4066, 0.3819]
}



[2]
{
  "formula": "C15H18N3O4S",
  "method": "wB97M-V/def2-TZVPD",
  "multiplicity": 1,
  "e_lumo_ev": -4.2,
  "charge": 1,
  "energy_ev": -39328.73080,
  "gap_ev": 7.8405,
  "elements": ["C", "C", "N", "C", "S", "H", "H", "H", "H", "H", "H", "H", "H", "C", "C", "C", "C", "C", "C", "N", "O", "O", "H", "H", "H", "H", "H", "C", "C", "C", "C", "C", "C", "N", "O", "O", "H", "H", "H", "H", "H"],
  "xyz": [[1.816, 3.707, 2.967], [1.256, 2.783, 1.918], [0.119, 2.252, 2.080], [2.130, 2.600, 0.680], [1.923, 0.968, -0.034], [1.036, 4.426, 3.231], [2.673, 4.268, 2.596], [2.066, 3.151, 3.871], [-0.117, 1.668, 1.276], [1.817, 3.315, -0.090], [3.186, 2.789, 0.868], [2.532, 1.008, -1.219], [2.619, 0.146, 0.746], [2.451, -6.141, -1.504], [3.573, -5.643, -2.155], [3.865, -4.292, -2.097], [3.017, -3.464, -1.378], [1.889, -3.940, -0.725], [1.610, -5.292, -0.794], [3.335, -2.050, -1.307], [4.297, -1.622, -1.889], [2.591, -1.312, -0.637], [2.230, -7.199, -1.550], [4.222, -6.308, -2.707], [4.734, -3.896, -2.601], [1.242, -3.274, -0.175], [0.737, -5.686, -0.293], [-3.138, 2.650, 1.196], [-4.376, 3.273, 1.109], [-5.363, 2.758, 0.283], [-5.092, 1.616, -0.444], [-3.870, 0.977, -0.377], [-2.890, 1.502, 0.450], [-6.142, 1.050, -1.314], [-7.198, 1.641, -1.372], [-5.875, 0.030, -1.917], [-2.376, 3.052, 1.850], [-4.576, 4.164, 1.689], [-6.328, 3.238, 0.209], [-3.687, 0.085, -0.957], [-1.935, 1.001, 0.514]],
  "atomic_forces_ev_per_a": [[-0.2936, 0.3132, -0.2622], [-0.1142, 0.0089, 0.4919], [0.4057, -0.0744, -0.3874], [0.4862, 0.4116, -0.2544], [-1.7261, 0.4313, 0.1503], [0.0807, -0.1092, 0.0585], [0.0779, -0.0982, 0.1734], [0.1322, -0.0004, -0.0837], [-0.2841, -0.0509, 0.1450], [-0.0315, -0.1300, 0.0133], [-0.0717, -0.0785, 0.1121], [0.7198, 0.0015, 0.1598], [0.6649, 0.1915, -0.0231], [0.0119, 0.0350, -0.0010], [-0.0806, -0.0415, 0.0433], [0.1219, -0.0185, -0.0810], [-0.0220, -0.1798, 0.0247], [-0.1061, 0.0207, 0.0794], [0.0601, -0.0526, -0.0484], [-0.0349, 0.1912, 0.0047], [0.0786, 0.0119, -0.0870], [-0.0194, -0.8919, -0.2275], [-0.0047, 0.0002, -0.0057], [0.0058, 0.0071, -0.0066], [-0.0187, 0.0720, 0.0369], [0.0461, 0.0563, -0.0152], [-0.0053, 0.0091, 0.0029], [-0.0920, -0.0404, -0.0638], [0.0900, -0.0344, -0.0191], [-0.0616, 0.1526, 0.0887], [0.0180, 0.0146, 0.0456], [0.1888, -0.1335, -0.0249], [-0.0940, 0.1683, 0.0428], [-0.0287, -0.0097, -0.0628], [0.0458, -0.0307, 0.0072], [-0.0138, 0.0487, 0.0252], [0.0186, -0.0334, 0.0156], [-0.0128, 0.0025, -0.0015], [-0.0295, -0.0741, -0.0535], [-0.1037, 0.0023, -0.0280], [-0.0036, -0.0685, 0.0155]],
  "mulliken_charge": [-1.1697, 0.8079, -0.5079, -0.5793, 0.1114, 0.3254, 0.3647, 0.2929, 0.0783, 0.3544, 0.4420, 0.2898, 0.3125, -0.4415, -0.4490, -0.4489, 0.4100, -0.2596, -0.5244, 0.9766, -0.5908, -0.7551, 0.3963, 0.3885, 0.4441, 0.4031, 0.3818, -0.0223, -0.5036, -0.4302, 0.0501, -0.6819, -0.1306, 1.0021, -0.5912, -0.6006, 0.4275, 0.3861, 0.4620, 0.4404, 0.1386]
}



[3]
{
  "formula": "C40H55N7S2SbSeV",
  "method": "wB97M-V/def2-TZVPD",
  "multiplicity": 2,
  "e_lumo_ev": [-9.1, -8.6],
  "charge": 3,
  "energy_ev": -172021.10431,
  "gap_ev": [6.9187, 7.3869],
  "elements": ["V", "C", "C", "N", "C", "C", "S", "C", "C", "N", "H", "H", "H", "H", "H", "H", "H", "H", "H", "H", "H", "H", "H", "H", "Se", "N", "C", "C", "C", "C", "C", "N", "C", "C", "N", "C", "C", "C", "C", "C", "N", "H", "H", "H", "H", "H", "H", "C", "C", "Sb", "C", "C", "C", "C", "H", "H", "H", "H", "H", "H", "H", "H", "H", "H", "H", "H", "H", "H", "H", "N", "S", "C", "C", "C", "C", "C", "C", "C", "C", "C", "C", "C", "C", "H", "H", "H", "H", "H", "H", "H", "H", "H", "H", "H", "C", "C", "C", "C", "H", "H", "H", "H", "H", "H", "H", "H", "H"],
  "xyz": [[0.724, 0.246, -0.300], [-1.314, -2.362, 1.142], [-2.590, -1.619, 1.485], [-2.304, -0.237, 1.843], [-3.265, 0.750, 1.383], [-3.356, 0.874, -0.140], [-1.855, 0.652, -1.170], [-2.136, -0.929, -1.990], [-1.569, -2.169, -1.279], [-0.680, -1.890, -0.123], [-1.532, -3.432, 1.052], [-0.596, -2.248, 1.955], [-3.103, -2.164, 2.284], [-3.277, -1.642, 0.636], [-2.220, -0.158, 2.850], [-2.982, 1.711, 1.812], [-4.291, 0.553, 1.726], [-3.743, 1.861, -0.393], [-4.065, 0.160, -0.556], [-1.692, -0.819, -2.979], [-3.210, -1.016, -2.152], [-1.013, -2.754, -2.012], [-2.389, -2.813, -0.956], [0.124, -2.504, -0.244], [0.969, -0.091, 7.413], [0.398, 1.145, 6.275], [0.620, 0.692, 5.066], [0.267, 1.420, 3.853], [-0.349, 2.674, 3.875], [-0.704, 3.256, 2.678], [-0.437, 2.581, 1.494], [0.186, 1.406, 1.444], [0.535, 0.833, 2.618], [1.189, -0.464, 2.535], [1.476, -0.913, 1.297], [2.127, -2.068, 1.175], [2.478, -2.856, 2.262], [2.169, -2.416, 3.532], [1.524, -1.187, 3.680], [1.223, -0.603, 4.981], [1.487, -1.192, 6.121], [-0.547, 3.152, 4.825], [-1.201, 4.215, 2.645], [-0.770, 3.001, 0.554], [2.384, -2.376, 0.166], [2.995, -3.791, 2.101], [2.431, -2.987, 4.413], [-0.910, 5.306, -2.318], [-1.012, 3.786, -2.249], [0.792, 2.817, -1.620], [1.716, 4.335, -0.429], [2.597, 5.326, -1.184], [1.922, 2.728, -3.433], [1.689, 3.902, -4.382], [-1.848, 5.722, -2.685], [-0.123, 5.634, -2.996], [-0.718, 5.751, -1.342], [-1.251, 3.358, -3.225], [-1.815, 3.468, -1.583], [2.269, 3.821, 0.352], [0.893, 4.856, 0.062], [3.363, 4.833, -1.783], [3.109, 5.977, -0.475], [2.011, 5.962, -1.845], [1.651, 1.790, -3.925], [2.974, 2.649, -3.148], [0.642, 3.988, -4.670], [2.267, 3.763, -5.295], [1.998, 4.846, -3.941], [0.959, -0.541, -2.074], [1.527, -2.024, -2.538], [0.928, -2.267, -4.183], [0.202, -3.428, -4.416], [-0.277, -3.670, -5.697], [-0.028, -2.759, -6.712], [0.711, -1.604, -6.465], [1.202, -1.354, -5.197], [3.287, -1.898, -2.688], [3.921, -0.746, -3.137], [5.300, -0.752, -3.253], [6.024, -1.895, -2.926], [5.378, -3.037, -2.476], [3.996, -3.044, -2.348], [0.831, 0.049, -2.893], [0.026, -4.143, -3.623], [-0.836, -4.572, -5.899], [-0.398, -2.953, -7.709], [0.917, -0.913, -7.269], [1.815, -0.479, -5.018], [3.352, 0.141, -3.379], [5.816, 0.130, -3.604], [7.100, -1.892, -3.026], [5.947, -3.922, -2.227], [3.482, -3.934, -2.006], [4.301, 0.500, 1.777], [3.586, 1.436, 0.801], [4.662, 2.287, 0.113], [2.785, 0.704, -0.290], [5.036, 1.060, 2.354], [4.845, -0.274, 1.232], [3.643, 0.018, 2.496], [2.925, 2.102, 1.369], [5.381, 1.639, -0.392], [5.210, 2.885, 0.840], [4.245, 2.961, -0.633], [2.950, 1.191, -1.250], [3.164, -0.314, -0.424]],
  "atomic_forces_ev_per_a": [[-1.2942, -0.1758, -0.1222], [-0.0105, -0.0525, -0.0106], [-0.0221, -0.0113, 0.0166], [0.0370, 0.0475, 0.0402], [0.0019, 0.0146, -0.0070], [-0.0160, -0.0103, 0.0304], [0.1022, 0.1123, -0.0390], [0.0336, -0.0838, 0.0181], [-0.0088, 0.0077, -0.0631], [0.1892, 0.0038, 0.0154], [0.0065, 0.0344, -0.0110], [-0.0159, 0.0050, -0.0113], [0.0170, 0.0121, -0.0099], [-0.0012, -0.0022, -0.0052], [-0.0004, -0.0024, -0.0461], [0.0208, -0.0058, -0.0073], [0.0099, 0.0106, -0.0007], [0.0103, -0.0082, -0.0078], [-0.0003, -0.0336, -0.0137], [0.0299, 0.0241, 0.0441], [0.0061, -0.0123, 0.0145], [-0.0298, 0.0361, 0.0291], [0.0163, 0.0343, 0.0065], [-0.0932, 0.0655, 0.0025], [-0.0126, 0.0075, -0.2299], [0.0204, -0.0143, -0.0312], [-0.0063, 0.0211, 0.0828], [0.0130, -0.0032, 0.0140], [-0.0113, -0.0038, -0.0424], [-0.0209, -0.0280, 0.0198], [-0.0395, -0.0035, -0.0203], [0.2428, -0.0502, 0.1372], [-0.0566, 0.0227, 0.0248], [0.0123, -0.0178, 0.0261], [0.2115, -0.0632, 0.2001], [0.0033, -0.0038, -0.0186], [-0.0135, 0.0051, -0.0375], [-0.0116, 0.0218, -0.0035], [0.0410, -0.0027, 0.0625], [-0.0067, -0.0418, 0.0844], [0.0076, 0.0369, -0.0329], [-0.0056, 0.0178, 0.0283], [-0.0013, 0.0174, 0.0006], [0.0051, 0.0074, 0.0215], [0.0296, 0.0018, 0.0421], [0.0129, -0.0052, 0.0006], [0.0068, -0.0128, 0.0125], [0.0315, 0.0055, 0.0132], [-0.0580, -0.0079, -0.0736], [0.1473, -0.0466, 0.1524], [0.0009, 0.0679, 0.0050], [0.0048, -0.0154, -0.0415], [0.0680, -0.0187, -0.0405], [-0.0147, -0.0140, -0.0128], [-0.0179, 0.0002, 0.0015], [-0.0082, 0.0050, -0.0151], [-0.0013, 0.0032, 0.0157], [-0.0027, -0.0224, 0.0067], [0.0012, 0.0208, 0.0415], [0.0747, -0.0291, 0.0267], [-0.0263, -0.0053, 0.0036], [0.0129, -0.0108, 0.0120], [0.0035, 0.0059, 0.0104], [-0.0071, 0.0064, -0.0105], [0.0060, -0.0182, -0.0095], [0.0015, 0.0083, 0.0052], [-0.0178, -0.0024, -0.0116], [0.0132, -0.0075, -0.0058], [0.0201, 0.0244, 0.0130], [0.0645, -0.2289, -0.3063], [-0.0440, 0.1127, 0.1127], [0.0030, -0.0256, -0.0087], [-0.0103, 0.0095, -0.0245], [0.0056, 0.0200, 0.0149], [0.0071, 0.0036, 0.0045], [-0.0082, -0.0185, 0.0205], [-0.0047, -0.0071, 0.0110], [0.0063, -0.0055, -0.0444], [-0.0060, -0.0318, -0.0090], [0.0014, -0.0143, 0.0080], [-0.0153, 0.0099, -0.0009], [-0.0157, 0.0209, -0.0008], [0.0107, 0.0278, -0.0153], [0.1332, 0.0361, 0.0375], [-0.0002, -0.0251, 0.0218], [-0.0165, -0.0273, -0.0064], [-0.0059, -0.0071, -0.0159], [0.0099, 0.0230, -0.0199], [0.0136, 0.0291, 0.0015], [-0.0009, 0.0420, -0.0140], [0.0092, 0.0276, -0.0101], [0.0255, -0.0020, -0.0032], [0.0145, -0.0300, 0.0076], [-0.0175, -0.0330, 0.0103], [-0.0143, -0.0076, 0.0230], [-0.0200, 0.0492, -0.0254], [-0.0323, -0.0303, 0.0490], [0.3022, 0.2294, -0.0795], [-0.0095, 0.0107, 0.0207], [0.0191, -0.0146, -0.0197], [-0.0560, -0.0545, 0.0115], [0.0507, -0.0277, 0.0080], [0.0122, -0.0217, -0.0134], [0.0062, 0.0143, 0.0123], [-0.0788, 0.0980, -0.0751], [0.0470, 0.0044, -0.0088], [-0.0262, -0.0236, 0.0369]],
  "lowdin_spin": [1.2059, -0.0002, 0.0000, 0.0007, 0.0000, -0.0020, -0.0097, -0.0009, -0.0007, -0.0095, -0.0005, -0.0001, 0.0001, 0.0000, 0.0000, 0.0000, 0.0000, -0.0001, -0.0004, -0.0001, -0.0002, 0.0000, -0.0002, 0.0010, -0.0003, 0.0000, 0.0001, 0.0002, 0.0008, -0.0006, 0.0000, -0.0007, 0.0023, 0.0010, -0.0017, 0.0049, 0.0005, 0.0015, -0.0006, -0.0001, -0.0002, 0.0000, -0.0001, -0.0008, 0.0008, 0.0000, 0.0001, -0.0031, -0.0110, -0.0369, -0.0050, -0.0018, -0.0040, -0.0019, -0.0010, -0.0001, -0.0001, -0.0001, 0.0000, -0.0001, 0.0000, -0.0001, -0.0004, 0.0000, -0.0001, 0.0002, 0.0000, -0.0004, 0.0000, -0.0113, 0.0055, 0.0006, 0.0006, 0.0000, 0.0002, 0.0001, 0.0001, -0.0018, -0.0008, -0.0003, 0.0000, -0.0003, 0.0001, 0.0026, 0.0000, 0.0000, 0.0000, 0.0000, 0.0001, -0.0001, 0.0000, 0.0000, 0.0000, 0.0000, -0.0002, -0.0097, -0.0045, -0.1004, -0.0001, 0.0001, 0.0000, -0.0021, 0.0000, -0.0009, 0.0000, -0.0008, -0.0012]
}